Density functional theory data (wB97M-V/def2-TZVPD) for a single C3H6N2O molecule.

Structure (ORCA input):
```
! RIJCOSX wB97M-V def2-TZVPD def2/J DEFGRID3
* xyz 0 1
C 1.360 1.326 -0.284
C 0.122 1.022 -0.654
N -0.521 -0.148 -0.193
C 0.069 -1.311 0.429
N -1.805 0.146 -0.183
O -2.609 -0.650 0.276
H 2.028 0.625 0.201
H 1.804 2.256 -0.604
H -1.084 1.499 -0.725
H 0.570 -1.032 1.358
H 0.813 -1.726 -0.251
H -0.748 -2.007 0.629
*
```

- E_HOMO (spin up / spin down): -9.19 / -9.19 eV
- Energy above the lowest of the compared OMol25 structures with the same formula, charge and spin: 5.270 eV
- Maximum force: 0.081 hartree/bohr
- Total energy: -8231.429 eV
- Molecular weight: 86.1 g mol⁻¹
- SMILES string: C=CN(C)N=O
- HOMO-LUMO gap (spin up / spin down): 9.81 / 9.81 eV

Density functional theory data (wB97M-V/def2-TZVPD) for a 2-piece molecular cluster, C3H6N2O overall.

Structure (ORCA input):
```
! RIJCOSX wB97M-V def2-TZVPD def2/J DEFGRID3
* xyz 0 1
N 1.574 0.629 -0.143
C 0.954 -0.396 0.647
C -1.634 0.102 0.105
O -1.240 1.027 -0.752
C -1.633 -1.193 -0.570
N -1.747 -2.279 -0.964
H 1.622 1.514 0.346
H 1.109 0.767 -1.033
H 0.964 -1.349 0.108
H 1.464 -0.513 1.604
H -0.115 -0.187 0.947
H -1.318 1.878 -0.295
*
```

- E_HOMO: -9.34 eV
- Energy above the lowest of the compared OMol25 structures with the same formula, charge and spin: 4.484 eV
- Maximum force: 0.021 hartree/bohr
- Total energy: -8232.215 eV
- Molecular weight: 86.1 g mol⁻¹
- HOMO-LUMO gap: 8.70 eV

Density functional theory data (wB97M-V/def2-TZVPD) for a single C3H6N2O molecule.

Structure (ORCA input):
```
! RIJCOSX wB97M-V def2-TZVPD def2/J DEFGRID3
* xyz 0 1
N 1.067 2.089 -0.927
C 0.663 1.001 -0.571
C 0.600 -0.161 0.070
O 1.647 -1.047 0.192
C -0.794 -0.677 0.004
N -1.548 -0.584 1.208
H 1.969 2.048 -1.409
H 2.468 -0.601 -0.068
H -0.860 -1.689 -0.409
H -1.061 0.327 -0.724
H -1.723 0.379 1.480
H -2.429 -1.085 1.153
*
```

- E_HOMO: -7.68 eV
- Energy above the lowest of the compared OMol25 structures with the same formula, charge and spin: 4.962 eV
- Maximum force: 0.056 hartree/bohr
- Total energy: -8231.737 eV
- Molecular weight: 86.1 g mol⁻¹
- SMILES string: N=C=C(O)CN
- HOMO-LUMO gap: 8.00 eV

Density functional theory data (wB97M-V/def2-TZVPD) for C3H6N2O as an isolated structure.

Structure (ORCA input):
```
! RIJCOSX wB97M-V def2-TZVPD def2/J DEFGRID3
* xyz 0 1
O -0.772 -0.930 -1.787
C 0.145 -0.633 -1.046
N 0.350 -1.289 0.193
C -0.431 -0.215 0.864
C 0.459 0.979 0.477
N 0.724 0.637 -0.951
H -0.215 -2.133 0.169
H -0.523 -0.357 1.955
H -1.359 -0.259 0.106
H -0.037 1.947 0.604
H 1.412 1.008 1.022
H 0.247 1.246 -1.604
*
```

- E_HOMO: -9.62 eV
- Energy above the lowest of the compared OMol25 structures with the same formula, charge and spin: 1.905 eV
- Maximum force: 0.065 hartree/bohr
- Total energy: -8234.793 eV
- Molecular weight: 86.1 g mol⁻¹
- HOMO-LUMO gap: 10.63 eV

Number 1 is which compound?
C3H6N2O